# 1
A molecular structure, C31H31Cl2FN7O7ReSSi, computed with ωB97M-V/def2-TZVPD.

Geometry as XYZ:
```
82
Properties=species:S:1:pos:R:3:forces:R:3:lowdin_charge:R:1
Re -0.394695 -0.408504 -0.187338 0.50 0.11 0.55 1.206
Cl -1.729667 1.374642 0.493883 0.24 0.72 0.12 0.890
C -3.309607 0.763795 0.809632 -1.27 -1.01 0.16 -0.593
C -4.384761 1.629654 0.896319 0.23 0.08 -0.01 -0.078
C -5.639552 1.114077 1.178591 0.17 -0.07 0.03 -0.057
C -5.809397 -0.247204 1.377876 0.07 -0.04 -0.05 -0.081
C -4.725500 -1.105773 1.286024 0.34 0.39 -0.14 -0.676
Cl -4.923880 -2.795116 1.533323 -0.18 -0.13 0.07 0.716
C -3.441168 -0.616263 0.993272 0.04 0.41 0.07 -0.652
S -2.067068 -1.695893 0.989682 1.05 -0.02 -0.60 0.685
H -4.237810 2.688923 0.758395 -0.01 0.14 -0.06 0.116
H -6.485749 1.777106 1.251754 -0.08 0.08 0.00 0.116
H -6.786444 -0.643792 1.605764 -0.05 -0.09 0.01 0.115
C 0.148818 -2.240958 3.525809 0.17 0.65 -0.09 -0.173
Si 0.309696 -0.372171 3.122023 -0.73 0.02 1.61 0.502
C -1.376455 0.401723 3.567572 0.53 -0.27 -0.54 -0.191
C 1.536636 0.663092 4.161325 -0.24 -0.48 -0.42 -0.147
N 0.926186 -0.354073 1.435135 -1.93 0.16 -1.70 -0.164
C 2.252952 -0.645074 1.318432 1.44 -0.53 -0.49 -0.318
C 3.027450 -1.244845 2.340809 -0.09 0.12 -0.10 -0.044
C 4.381306 -1.462653 2.223489 0.08 -0.10 0.12 -0.049
C 5.065286 -1.118390 1.065642 -0.28 0.05 -0.02 -0.040
C 4.345896 -0.586454 0.008854 -0.04 0.06 -0.05 0.007
C 2.994073 -0.377925 0.146376 -0.34 -0.05 -0.27 -0.221
F 2.332692 0.112522 -0.934206 0.50 0.02 0.46 0.027
H -0.889187 -2.556607 3.511714 -0.18 0.11 0.01 0.009
H 0.538737 -2.458911 4.514587 0.15 -0.04 0.24 0.037
H 0.675872 -2.864056 2.808401 0.14 -0.05 -0.10 0.027
H -1.416708 0.413272 4.652511 0.20 -0.02 0.30 0.046
H -2.226120 -0.183577 3.236852 -0.06 -0.05 -0.08 -0.003
H -1.501510 1.427276 3.239567 0.04 0.23 -0.01 0.014
H 1.726666 0.182812 5.117827 -0.02 -0.13 0.18 0.043
H 1.115180 1.641505 4.379381 -0.16 0.11 -0.03 0.036
H 2.497649 0.816354 3.678399 0.01 0.04 0.01 0.009
H 2.553068 -1.548608 3.254362 -0.08 -0.05 0.20 0.082
H 4.908993 -1.908090 3.054418 0.03 -0.02 0.02 0.117
H 6.128887 -1.268435 0.984251 0.12 -0.03 -0.03 0.115
H 4.815733 -0.324182 -0.926516 0.03 0.06 -0.08 0.128
N -2.303985 -0.730958 -4.008965 -0.02 0.25 0.14 0.170
C -2.038342 -0.067927 -2.871083 -0.19 0.52 -0.26 -0.105
N -1.676899 -0.870589 -1.896877 0.46 0.14 0.45 -0.057
C -1.736874 -2.153730 -2.407945 -0.31 -0.68 -0.83 -0.235
C -1.530137 -3.400033 -1.817688 0.06 -0.02 -0.01 -0.053
C -1.616574 -4.511302 -2.629243 0.00 -0.01 0.06 -0.065
C -1.904528 -4.407577 -3.993109 -0.04 0.07 -0.17 -0.072
C -2.168192 -3.187901 -4.580984 -0.06 0.01 -0.08 -0.007
C -2.102468 -2.068707 -3.766266 0.25 -0.60 0.68 -0.190
H -2.583592 -0.316101 -4.884209 0.00 0.08 0.14 0.179
H -2.101387 1.005226 -2.799958 0.17 0.13 -0.05 0.123
H -1.314441 -3.492139 -0.764167 0.00 -0.03 -0.11 0.061
H -1.471076 -5.492950 -2.203052 0.04 -0.05 0.05 0.110
H -1.931594 -5.300632 -4.597774 -0.06 -0.09 -0.04 0.109
H -2.421394 -3.099589 -5.624888 -0.04 -0.06 -0.16 0.116
O -0.897664 2.807668 -2.710528 0.03 0.10 0.16 0.065
C -0.159470 2.417083 -1.818025 -0.35 1.12 -0.21 -0.640
O 0.167641 1.194182 -1.642985 0.14 -2.02 0.80 -0.241
C 0.454958 3.414750 -0.853549 0.09 -0.07 0.04 -0.109
C 1.295011 2.965903 0.153949 0.17 0.03 0.09 0.056
C 1.909258 3.873744 1.000553 -0.82 0.42 -0.81 -0.104
C 1.676261 5.234584 0.888097 0.08 0.04 0.11 0.107
C 0.814679 5.665653 -0.110016 0.18 -1.09 0.11 -0.101
C 0.203310 4.775109 -0.981699 -0.02 0.20 0.00 0.096
N 0.552724 7.095249 -0.233768 -0.02 0.00 -0.01 -0.361
O -0.324472 7.426448 -0.992884 -0.31 0.20 -0.29 0.107
O 1.229910 7.834594 0.437270 0.20 0.37 0.22 0.107
N 2.809430 3.369933 2.016075 0.16 -0.07 0.18 -0.339
O 3.117411 4.110512 2.915172 0.14 0.25 0.32 0.124
O 3.191961 2.224197 1.888219 0.19 -0.31 0.01 0.076
H 1.479456 1.914315 0.293477 0.06 0.01 -0.11 0.084
H 2.147859 5.940517 1.555339 0.01 0.01 -0.01 0.138
H -0.460592 5.132084 -1.755076 0.00 0.02 -0.04 0.138
C 1.420053 -0.987222 -3.570058 -0.17 0.18 -0.03 -0.040
N 1.819631 -2.230883 -2.951405 0.14 -0.06 -0.04 0.062
C 1.548104 -2.665860 -1.714865 0.34 -0.50 -0.21 -0.560
N 2.105784 -3.855822 -1.389397 0.00 -0.09 0.21 0.205
O 0.836562 -2.113509 -0.850279 -0.60 1.01 0.26 -0.135
H 0.814982 -1.195775 -4.453332 -0.06 0.04 0.03 0.091
H 2.304995 -0.428406 -3.877189 -0.07 0.05 0.07 0.101
H 0.854073 -0.380962 -2.868573 0.06 0.00 -0.15 0.043
H 2.429776 -2.809277 -3.511656 -0.14 -0.01 0.20 0.151
H 2.703855 -4.370417 -2.009339 -0.03 0.04 -0.03 0.115
H 1.919498 -4.242678 -0.481505 -0.03 0.08 0.01 0.122
```
Positions in Å, forces in eV/Å.

Results
Net charge = +1
HOMO energy (spin up / spin down) = -10.531 / -10.845 eV
Strongest force on any atom = 2.572 eV/Å
2S+1 = 2
Orbital gap (spin up / spin down) = 5.664 / 7.062 eV
Energy above the lowest of the compared OMol25 structures with the same formula, charge and spin = 102.1 kJ/mol

***

# 2
19 unconnected molecules or ions with the total composition C32H90N38O20, computed with ωB97M-V/def2-TZVPD.

Geometry as XYZ:
```
180
Properties=species:S:1:pos:R:3:forces:R:3:lowdin_charge:R:1
C -3.010765 -2.261833 1.590135 0.11 0.00 0.00 -0.113
C -2.382230 -1.410346 0.368803 -0.30 0.05 0.62 -0.221
C -2.288509 0.144758 0.793909 0.03 0.86 -1.12 -0.178
C -0.973100 0.854810 0.231584 3.84 1.58 0.56 -0.084
C -0.752158 1.276195 -1.278116 3.20 1.16 1.98 0.016
C 0.556155 1.983215 -1.735181 -1.70 -1.41 2.43 -0.005
C 1.755669 2.284991 -0.735058 -2.33 -0.69 -0.73 -0.188
N 2.909483 2.947132 -1.291416 0.29 -1.29 5.99 0.056
C 3.877061 3.133626 -0.251834 -1.34 -0.70 0.15 -0.043
C 3.750614 2.668298 1.230662 -2.05 -0.55 -0.97 -0.160
C 4.966261 2.942338 2.230822 0.58 -0.72 -0.91 -0.177
O 4.884185 4.172142 2.985113 -1.21 -0.63 -0.48 -0.194
C 3.596857 4.374000 3.613238 -0.97 0.84 1.38 -0.276
C 3.131869 3.233585 4.643736 -0.89 -0.09 0.56 -0.100
N 2.587445 2.011754 1.747632 1.36 1.80 -4.71 0.135
C 1.570132 1.839808 0.742265 -0.65 -0.24 0.08 -0.081
C 0.211640 1.154845 1.209827 -0.95 -0.23 -3.00 -0.118
O 0.050779 0.790839 2.588899 0.57 0.16 -1.79 -0.055
H -2.745260 -1.778828 2.612794 -0.43 -0.84 -1.72 0.058
H -4.163314 -2.250036 1.481766 1.88 -0.16 0.33 0.070
H -2.590777 -3.345446 1.599735 -0.90 1.93 -0.11 0.060
H -1.338826 -1.804280 0.073385 -1.74 0.55 0.45 0.114
H -3.117935 -1.473643 -0.521033 1.49 -0.07 1.25 0.110
H -3.187457 0.687183 0.309965 1.40 -0.71 0.80 0.120
H -2.388571 0.320403 1.924103 0.45 -0.42 -1.73 0.093
H -1.606107 1.025104 -1.999865 1.63 0.57 1.03 0.108
H 0.676069 2.274539 -2.847169 -0.14 -0.60 2.21 0.103
H 4.851349 3.684270 -0.546022 -1.82 -1.06 0.48 0.117
H 5.922398 3.004456 1.574275 -1.59 0.14 1.18 0.132
H 5.151445 2.072129 2.958770 -0.68 1.07 -1.22 0.126
H 2.737807 4.606562 2.865581 1.61 -0.71 0.92 0.115
H 3.697898 5.348976 4.238472 0.07 -1.59 -1.16 0.122
H 3.591174 2.201545 4.480836 -0.64 1.54 -0.03 0.065
H 3.322695 3.506792 5.754962 -0.07 -0.24 -1.96 0.081
H 1.979726 3.117709 4.548585 1.99 0.08 0.09 0.086
H 0.692229 0.094931 2.856280 -0.27 0.82 -0.63 0.102
C -1.012766 -3.323231 5.138756 -0.36 0.21 0.23 -0.687
O -2.203985 -3.180963 4.908604 -0.18 -0.11 0.06 0.022
N -0.511035 -4.417735 5.760078 -0.04 -0.67 0.41 0.165
N -0.088347 -2.396921 4.790317 0.23 0.76 -0.17 0.162
H 0.465890 -4.551402 5.956919 -0.02 0.06 -0.03 0.104
H -1.166919 -5.131044 6.034639 0.19 0.11 -0.10 0.110
H -0.422889 -1.566656 4.326493 0.00 -0.20 0.06 0.104
H 0.898714 -2.493331 4.969308 0.08 0.03 0.10 0.090
C -4.253430 2.815230 4.832533 0.17 0.94 -0.11 -0.713
O -5.234211 3.377063 5.298698 -0.06 -0.22 0.04 0.014
N -3.285549 3.474171 4.157023 -0.04 0.26 0.14 0.160
N -4.050053 1.479572 4.951935 -0.37 -1.36 0.17 0.140
H -2.473496 3.028773 3.768379 -0.08 0.03 0.01 0.093
H -3.397031 4.474970 4.043762 0.17 -0.21 -0.23 0.052
H -4.749172 0.951508 5.449832 0.25 0.12 0.06 0.096
H -3.252025 0.999120 4.576196 -0.04 0.07 0.05 0.088
C 2.482783 -0.747147 -3.109373 0.26 -0.45 0.19 -0.688
O 1.573306 -0.132619 -3.654112 -0.06 0.19 -0.54 -0.008
N 2.662599 -2.075938 -3.268864 -0.38 -0.53 -0.22 0.182
N 3.387335 -0.148817 -2.300208 0.25 0.69 0.27 0.182
H 3.400852 -2.597040 -2.832284 -0.10 0.01 -0.04 0.094
H 2.009301 -2.559370 -3.864269 0.16 -0.01 0.18 0.097
H 3.288364 0.844069 -2.154171 0.08 -0.17 0.00 0.059
H 4.138879 -0.635514 -1.845966 -0.09 -0.01 -0.08 0.101
C 2.948287 8.844934 2.017125 -0.40 0.13 -0.28 -0.706
O 2.042033 9.447068 1.462217 0.08 0.01 -0.01 0.014
N 3.141215 7.512350 1.866127 -0.10 -0.72 -0.25 0.159
N 3.841141 9.457515 2.833421 0.39 0.65 0.47 0.147
H 3.880026 6.998881 2.313333 -0.05 0.01 -0.05 0.080
H 2.497716 7.020635 1.266613 0.13 0.08 0.13 0.107
H 3.731276 10.449293 2.971489 0.02 -0.22 -0.03 0.106
H 4.592489 8.980979 3.298568 -0.09 0.02 -0.07 0.094
C 0.145526 -1.905730 -7.377730 -0.04 0.39 -0.18 -0.718
O -0.753052 -1.073879 -7.331709 -0.17 -0.03 0.08 0.003
N 1.101253 -2.003485 -6.422644 0.10 0.12 0.77 0.171
N 0.262483 -2.801459 -8.387249 -0.31 0.32 0.12 0.135
H 1.845911 -2.677739 -6.442143 0.08 0.18 -0.12 0.093
H 1.048753 -1.352348 -5.650595 0.11 0.02 -0.07 0.074
H -0.428838 -2.761544 -9.117525 0.24 -0.04 0.11 0.102
H 0.989196 -3.489274 -8.443427 -0.14 0.06 -0.11 0.055
C 4.305540 -0.302011 -6.672212 -0.21 -0.12 0.27 -0.703
O 4.316856 -1.398467 -6.132551 0.07 -0.13 -0.05 0.004
N 5.023506 -0.028287 -7.789882 0.64 -0.20 -0.73 0.145
N 3.576471 0.734311 -6.203255 -0.39 0.34 0.56 0.172
H 5.027076 0.865169 -8.247437 -0.04 -0.09 0.07 0.092
H 5.580847 -0.775261 -8.171788 -0.13 0.17 0.07 0.103
H 3.026659 0.571571 -5.371378 -0.10 0.07 -0.10 0.077
H 3.553575 1.641520 -6.632151 -0.01 -0.12 0.00 0.098
C -1.560647 -5.409682 -0.373864 -0.21 -0.21 -0.27 -0.688
O -1.131597 -4.775748 0.584132 0.34 0.05 0.35 -0.014
N -0.746962 -6.038442 -1.255143 0.77 -0.26 -0.15 0.164
N -2.881573 -5.533066 -0.633671 -0.16 0.21 0.40 0.167
H -1.078076 -6.561558 -2.048375 -0.01 0.13 -0.10 0.077
H 0.245613 -5.968991 -1.094926 -0.19 0.01 -0.12 0.101
H -3.520084 -5.076702 0.000053 -0.17 -0.08 -0.35 0.067
H -3.253407 -6.046119 -1.412414 0.01 0.06 0.08 0.094
C 2.629124 -4.294117 3.356041 -0.34 -0.09 -0.18 -0.697
O 3.055333 -3.663185 4.319615 -0.05 0.21 0.32 -0.010
N 3.443519 -4.904023 2.462959 0.83 -0.24 -0.16 0.161
N 1.310173 -4.432439 3.106188 -0.34 -0.15 0.11 0.178
H 3.114159 -5.424264 1.668396 -0.02 0.16 -0.04 0.087
H 4.435613 -4.822648 2.616533 -0.22 0.00 -0.08 0.103
H 0.675582 -3.989471 3.752356 0.14 -0.23 -0.66 0.040
H 0.935345 -4.943307 2.324444 -0.11 0.15 -0.08 0.093
C 0.382049 -5.606072 -10.473112 0.09 -0.04 0.04 -0.666
O 0.852763 -4.943925 -9.558810 0.14 -0.75 -0.43 0.000
N 1.152654 -6.287459 -11.353498 0.68 -0.20 -0.26 0.157
N -0.951127 -5.714912 -10.684176 -0.67 0.23 0.20 0.164
H 0.786018 -6.836193 -12.110119 0.01 0.06 0.09 0.099
H 2.150891 -6.231167 -11.229372 -0.21 -0.03 -0.04 0.111
H -1.558586 -5.221750 -10.049059 0.07 -0.16 -0.11 0.111
H -1.357577 -6.252728 -11.428064 0.06 0.05 0.07 0.100
C 5.020780 -5.640302 -0.888466 -0.17 0.40 -0.31 -0.707
O 3.827484 -5.507318 -1.122395 -0.07 -0.07 0.15 0.006
N 5.527795 -6.737736 -0.271973 -0.07 -0.81 0.51 0.147
N 5.940260 -4.705776 -1.222481 -0.07 0.24 -0.18 0.164
H 6.502744 -6.865903 -0.070863 -0.11 0.03 -0.05 0.090
H 4.875244 -7.458073 -0.006686 0.17 0.11 -0.09 0.106
H 5.604397 -3.875370 -1.681990 0.29 -0.12 0.12 0.099
H 6.922663 -4.795299 -1.039189 -0.08 0.30 -0.10 0.064
C -5.912184 -4.322168 5.335788 0.37 0.00 -0.18 -0.697
O -5.981523 -3.884956 4.195766 -0.22 0.09 -0.08 0.009
N -4.733057 -4.592590 5.940811 0.59 -0.17 -0.07 0.162
N -7.010384 -4.572458 6.091848 -0.95 0.02 0.16 0.147
H -4.652585 -4.950772 6.875101 -0.11 0.07 -0.09 0.095
H -3.892790 -4.415949 5.407862 0.07 0.26 0.09 0.067
H -7.907710 -4.383134 5.675060 0.18 -0.09 0.11 0.102
H -6.974424 -4.930641 7.028857 0.03 0.05 -0.10 0.093
C -2.888715 6.989644 2.480273 0.51 -0.22 -0.76 -0.658
O -2.890932 5.866915 2.973591 0.00 0.15 0.15 0.004
N -2.134728 7.314794 1.410791 0.02 -0.40 0.87 0.163
N -3.645903 8.003807 2.970067 -0.70 0.29 0.60 0.137
H -2.118480 8.226684 0.992787 0.03 -0.18 -0.13 0.068
H -1.558406 6.588401 1.018592 -0.16 0.24 -0.05 0.110
H -4.224656 7.800302 3.770452 -0.04 0.04 -0.23 0.127
H -3.659752 8.931246 2.581044 -0.17 -0.07 -0.15 0.110
C -1.585535 -5.385516 -5.065860 0.07 -0.06 0.03 -0.698
O -1.571981 -6.508753 -4.576907 -0.01 -0.10 0.19 -0.003
N -0.835750 -5.048269 -6.143128 0.36 -0.23 -0.44 0.167
N -2.349933 -4.382300 -4.572471 -0.54 0.21 0.46 0.165
H -0.831859 -4.133057 -6.558855 0.04 -0.05 -0.02 0.064
H -0.252401 -5.767438 -6.539697 -0.10 0.18 0.03 0.105
H -2.922385 -4.592483 -3.769900 0.13 0.13 -0.12 0.098
H -2.374019 -3.455482 -4.958892 0.08 -0.04 0.01 0.100
C -8.023707 0.269196 3.783106 -0.23 0.33 -0.15 -0.707
O -9.212413 0.428720 3.541689 0.00 -0.12 -0.01 0.005
N -7.543677 -0.831046 4.411557 -0.07 -0.75 0.47 0.155
N -7.076916 1.175642 3.445878 0.16 0.46 -0.46 0.167
H -6.571767 -0.978920 4.617011 -0.08 -0.11 -0.13 0.084
H -8.212042 -1.533679 4.681828 0.21 0.13 -0.07 0.096
H -7.386207 2.011513 2.976659 0.11 -0.12 0.21 0.112
H -6.097219 1.056798 3.638060 -0.09 0.11 0.02 0.062
C -6.536158 -4.014441 -0.364632 0.05 0.08 0.38 -0.682
O -5.500088 -4.612515 -0.625617 -0.04 -0.03 -0.14 0.003
N -6.825035 -3.560640 0.875752 0.30 0.00 0.51 0.174
N -7.483947 -3.754900 -1.298171 -0.30 -0.07 -0.88 0.149
H -7.668381 -3.067665 1.108517 0.10 -0.02 0.00 0.102
H -6.144064 -3.734520 1.600868 -0.22 0.05 0.09 0.082
H -7.305425 -4.077186 -2.235649 -0.06 0.08 0.20 0.104
H -8.339508 -3.266359 -1.105486 0.11 -0.04 0.03 0.096
C -1.955950 10.714702 4.881369 -0.18 -0.14 -0.22 -0.702
O -2.849543 11.343906 4.331416 0.01 0.00 -0.01 0.010
N -1.759524 9.393022 4.671033 -0.01 -0.41 -0.13 0.160
N -1.085544 11.287875 5.749273 0.37 0.77 0.52 0.142
H -1.032922 8.857944 5.111452 -0.04 0.11 -0.03 0.100
H -2.391447 8.930098 4.027688 0.35 -0.01 0.35 0.041
H -1.200161 12.271891 5.931681 0.03 -0.22 -0.03 0.104
H -0.346330 10.789712 6.210462 -0.10 0.01 -0.08 0.091
C -1.296339 8.450112 -1.953162 0.10 0.16 0.05 -0.663
O -1.806819 8.274145 -0.855060 0.09 0.22 -0.76 0.004
N -0.204589 9.229910 -2.133904 0.48 0.43 0.29 0.163
N -1.779436 7.879973 -3.082043 -0.56 -0.49 -0.35 0.157
H 0.229120 9.386989 -3.025515 -0.07 -0.05 0.08 0.098
H 0.184890 9.672143 -1.315779 0.01 -0.09 -0.10 0.111
H -2.592257 7.291855 -2.987809 0.17 0.11 -0.04 0.112
H -1.375898 8.011231 -3.991726 -0.01 0.00 0.12 0.097
C 9.407747 -2.919305 -1.012122 -0.30 0.21 -0.13 -0.689
O 8.213922 -2.791996 -1.245107 0.09 -0.17 0.05 0.017
N 9.921906 -4.011463 -0.394808 -0.02 -0.73 0.33 0.153
N 10.321120 -1.979084 -1.350598 0.21 0.65 -0.28 0.155
H 10.898337 -4.133441 -0.195263 -0.10 0.01 -0.02 0.099
H 9.274997 -4.734359 -0.126201 0.23 0.15 0.01 0.098
H 9.978430 -1.151318 -1.811682 0.08 -0.17 0.09 0.112
H 11.304781 -2.063544 -1.168641 -0.10 -0.01 -0.01 0.098
```
Positions in Å, forces in eV/Å.

Results
Net charge = 0
HOMO energy = -7.913 eV
Strongest force on any atom = 6.130 eV/Å
Orbital gap = 7.094 eV

***

no.,molecular weight (g/mol)
1,949.89
2,1327.32